Entry 1:
Formula: C36H45N10O2ReS2Si
Source: the Open Molecules 2025 dataset
Level of theory: ωB97M-V/def2-TZVPD

Gap between HOMO and LUMO (alpha / beta) (eV): 5.82 / 6.08
Energy (eV): -88732.65122
Total charge: +1
LUMO energy (alpha / beta) (eV): -4.3 / -3.9
Multiplicity: 2
ΔE to the lowest compared entry with this formula, charge and spin (eV): 0.9668
<S²>: 0.7955

Last column: Mulliken spin population.
CARTESIAN COORDINATES (ANGSTROEM)
Re -1.35155 0.11709 -1.22022  0.95
C -4.31415 2.27384 1.41441  0.00
C -3.43942 1.94501 0.23595  -0.01
N -2.83648 0.77569 0.17924  -0.01
N -3.16656 -0.05782 1.25998  0.01
C -2.54138 -1.16900 1.35029  0.03
S -1.33960 -1.78073 0.24613  0.02
S -3.10598 -2.24215 2.65934  0.00
C -1.71180 -2.18479 3.85993  0.00
C -0.56200 -3.08211 3.51983  -0.01
C -0.65952 -4.45928 3.69433  0.00
C 0.38140 -5.29125 3.31498  0.00
C 1.53005 -4.75438 2.74673  0.00
C 1.63856 -3.38245 2.58232  -0.01
C 0.60100 -2.55634 2.98188  0.01
C -3.31354 2.96193 -0.80411  0.01
C -3.96687 4.20512 -0.62196  0.00
C -3.95582 5.19130 -1.57429  0.01
C -3.28927 4.97020 -2.78367  0.00
C -2.62029 3.79115 -2.99356  0.01
C -2.58960 2.78904 -2.00867  0.00
O -1.84398 1.74232 -2.27301  0.06
H -4.55212 1.38637 1.98316  0.00
H -5.23190 2.75573 1.09124  0.00
H -3.77766 2.96686 2.06774  0.00
H -2.18852 -2.48858 4.79168  0.00
H -1.40779 -1.14250 3.95602  0.00
H -1.56540 -4.87956 4.11486  0.00
H 0.29678 -6.36029 3.45785  0.00
H 2.34027 -5.40352 2.44067  0.00
H 2.52440 -2.95393 2.13191  0.00
H 0.68552 -1.48621 2.86342  0.00
H -4.48905 4.40174 0.30049  0.00
H -4.46593 6.12569 -1.38976  0.00
H -3.29077 5.73105 -3.55303  0.00
H -2.08122 3.59916 -3.91167  0.00
N -5.99306 -2.02722 -2.85379  0.00
N -4.64316 -1.79015 -2.82993  0.00
N -3.82726 -2.32949 -3.70467  0.00
C -2.67406 -1.77247 -3.37034  0.00
N -2.83113 -0.93551 -2.33898  -0.01
N -4.11076 -0.95553 -2.00282  0.00
H -6.15779 -2.93164 -3.27719  0.00
H -6.37036 -1.93151 -1.91960  0.00
H -1.73584 -1.96128 -3.85814  0.00
C 5.07667 -1.44314 3.51002  0.00
C 4.97938 0.07247 3.43783  0.00
N 3.65106 0.56020 3.04757  0.00
C 2.67027 0.75920 4.11019  0.00
C 2.92408 2.00453 4.94807  0.00
C 3.37097 0.62866 1.73029  0.00
O 4.13228 0.25452 0.85214  0.00
C 2.08212 1.29507 1.29943  0.00
C 1.88963 2.65294 1.50323  0.00
C 0.80075 3.27253 0.91679  -0.01
C -0.06422 2.51875 0.15634  0.00
N 0.09550 1.19785 -0.03192  0.01
C 1.16232 0.59895 0.52522  0.00
H 6.06068 -1.73329 3.87786  0.00
H 4.94337 -1.87406 2.51973  0.00
H 4.32680 -1.86227 4.18122  0.00
H 5.69088 0.45392 2.70734  0.00
H 5.21309 0.51873 4.40401  0.00
H 2.68057 -0.12991 4.74613  0.00
H 1.67760 0.80730 3.66434  0.00
H 3.91789 1.99292 5.39361  0.00
H 2.19756 2.05942 5.75869  0.00
H 2.83494 2.91077 4.34859  0.00
H 2.59609 3.22025 2.09516  0.00
H 0.62405 4.33256 1.02696  0.00
H -0.90741 2.98216 -0.33343  0.00
H 1.28991 -0.45713 0.33709  0.00
C 1.01522 2.39461 -3.43740  0.00
Si 0.44073 0.69771 -3.96921  0.01
C 1.77903 -0.10118 -5.00726  0.00
C -1.09525 0.74720 -5.03815  0.00
N 0.11489 -0.31862 -2.51486  -0.08
C 1.09938 -1.28150 -2.16834  0.01
C 0.74489 -2.61305 -1.94659  -0.02
C 1.69927 -3.54901 -1.58390  0.01
C 3.02707 -3.17271 -1.43546  -0.02
C 3.39121 -1.85102 -1.65299  0.01
C 2.44031 -0.91658 -2.02613  -0.02
H 1.08879 3.04907 -4.30902  0.00
H 2.00789 2.34020 -2.98479  0.00
H 0.33508 2.86130 -2.72613  0.00
H 1.55068 0.06797 -6.06134  0.00
H 1.85228 -1.17841 -4.85171  0.00
H 2.76136 0.32798 -4.80781  0.00
H -0.97432 1.52887 -5.79252  0.00
H -2.00552 0.95979 -4.48179  0.00
H -1.21694 -0.19578 -5.57678  0.00
H -0.28705 -2.91443 -2.07734  0.00
H 1.40019 -4.57490 -1.41522  0.00
H 3.77321 -3.90512 -1.15837  0.00
H 4.41510 -1.53575 -1.50881  0.00
H 2.72933 0.11985 -2.15559  0.00


Entry 2:
Formula: C2H9N3
Source: the Open Molecules 2025 dataset
Level of theory: ωB97M-V/def2-TZVPD

Structure (SMILES): [H]/N=C/N.CN
Gap between HOMO and LUMO (eV): 10.13
Energy (eV): -6689.74353
LUMO energy (eV): 1.0
ΔE to the lowest compared entry with this formula, charge and spin (eV): 0.7655

Last column: Löwdin charge in e.
CARTESIAN COORDINATES (ANGSTROEM)
H -3.15562 0.68582 1.66805  0.03
N -2.51230 1.44128 1.87906  0.05
C -1.31308 1.08692 1.67734  -0.41
N -0.25264 1.94273 1.81886  0.05
H -0.96920 0.06245 1.50884  0.11
H 0.60028 1.55017 2.17943  0.08
H -0.46031 2.86672 2.16614  0.09
C 1.67538 -1.18086 -1.71912  -0.21
N 0.26532 -1.50313 -1.84460  -0.08
H 1.90897 -0.32090 -2.34141  0.07
H 1.91387 -0.87100 -0.70073  0.06
H 2.34366 -1.98021 -2.05961  0.06
H 0.07747 -2.42151 -1.47020  0.05
H -0.12179 -1.35848 -2.76207  0.05


Entry 3:
Formula: C25H30BrInN2O2S4
Source: the Open Molecules 2025 dataset
Level of theory: ωB97M-V/def2-TZVPD

Gap between HOMO and LUMO (eV): 7.01
Energy (eV): -152032.45835
Total charge: +2
LUMO energy (eV): -5.9
ΔE to the lowest compared entry with this formula, charge and spin (eV): 0.4848

Last column: Löwdin charge in e.
CARTESIAN COORDINATES (ANGSTROEM)
In -0.42951 -0.01051 0.41723  0.58
C -1.84631 2.82801 -1.25426  -0.46
C -3.14824 2.29493 -0.67227  -0.45
S -2.97256 1.20157 0.75858  0.91
C -2.92541 2.34820 2.16638  -0.46
C -1.77683 3.35380 2.20228  -0.47
S -0.22126 2.43577 2.24780  0.94
C 0.98942 3.51959 1.45032  -0.46
C 2.24949 2.70473 1.18345  -0.45
S 2.10631 1.21858 0.14634  0.95
C 2.06406 1.84259 -1.54082  -0.47
C 0.77429 2.48446 -2.03044  -0.42
S -0.72770 1.49385 -1.76129  0.94
H -1.33019 3.47180 -0.54518  0.05
H -2.06601 3.41055 -2.14994  0.11
H -3.70448 1.73341 -1.42381  0.09
H -3.78486 3.12677 -0.36699  0.11
H -2.89499 1.69400 3.03965  0.10
H -3.88660 2.86311 2.18458  0.10
H -1.87884 3.95531 3.10575  0.10
H -1.80839 4.03752 1.35452  0.08
H 1.25215 4.34593 2.11138  0.10
H 0.57794 3.94492 0.53430  0.06
H 2.65574 2.32532 2.12386  0.09
H 3.01970 3.33349 0.73427  0.10
H 2.29900 0.97622 -2.15360  0.07
H 2.88442 2.55152 -1.66514  0.11
H 0.84990 2.66029 -3.10343  0.11
H 0.60790 3.44706 -1.55052  0.08
Br 5.45939 -0.80379 4.64234  0.80
C 3.73140 -0.73165 3.90204  -0.69
C 2.70784 -0.06648 4.58520  -0.08
C 1.43464 -0.00467 4.06496  -0.01
C 1.13180 -0.58346 2.82152  -0.38
O -0.11004 -0.52847 2.36540  -0.21
C 2.17306 -1.26646 2.13887  -0.18
C 1.90994 -2.02691 0.94728  -0.04
N 0.91951 -1.79749 0.15271  0.03
C 0.49286 -2.76457 -0.77829  -0.21
C 1.28857 -3.68871 -1.40040  0.01
C 0.72421 -4.66765 -2.24208  -0.03
C -0.62667 -4.72525 -2.42911  0.00
C -1.47222 -3.77728 -1.80595  -0.14
C -2.87898 -3.82584 -1.92204  0.04
C -3.63489 -2.89870 -1.26331  -0.01
C -2.98686 -1.88650 -0.54189  -0.11
N -1.67799 -1.78708 -0.42007  0.06
C -0.90743 -2.76179 -1.00848  -0.15
C 3.45626 -1.35225 2.70833  -0.07
H 2.92155 0.39119 5.54209  0.12
H 0.64020 0.48391 4.61063  0.12
H 2.55007 -2.89160 0.76687  0.15
H 2.35977 -3.68293 -1.24636  0.12
H 1.37217 -5.38945 -2.71890  0.12
H -1.07199 -5.49667 -3.04279  0.13
H -3.34040 -4.60402 -2.51596  0.14
H -4.71393 -2.91271 -1.29495  0.12
H -3.58500 -1.12947 -0.05227  0.07
H 4.22946 -1.90881 2.19415  0.12
C -0.23591 -1.12181 -3.87765  -0.11
O 0.71107 -0.73374 -2.87460  -0.20
H -0.09723 -2.16586 -4.16232  0.09
H -0.16138 -0.48634 -4.76119  0.09
H -1.22751 -1.00826 -3.44324  0.07
H 1.58657 -0.99124 -3.18355  0.10


Entry 4:
Formula: C4H14N2O2
Source: the Open Molecules 2025 dataset
Level of theory: ωB97M-V/def2-TZVPD

Structure (SMILES): C[C@@H](O)CNCN.O
Gap between HOMO and LUMO (eV): 9.52
Energy (eV): -11446.91975
LUMO energy (eV): 0.8
ΔE to the lowest compared entry with this formula, charge and spin (eV): 3.7703

Last column: Löwdin charge in e.
CARTESIAN COORDINATES (ANGSTROEM)
C 2.03531 1.19256 -0.55807  -0.07
C 2.07652 0.54756 0.81856  -0.40
O 2.88745 1.46133 1.61353  -0.10
C 0.62429 0.38231 1.53183  -0.14
N -0.30003 -0.34017 0.61707  -0.09
C 0.15773 -1.65718 0.17290  -0.39
N -0.83380 -2.14651 -0.68279  -0.04
H 1.15542 1.75732 -0.76304  0.06
H 2.08546 0.14911 -1.17802  0.11
H 3.04105 1.61106 -0.89642  0.10
H 2.92960 -0.22989 0.85902  0.16
H 2.57903 1.87836 2.38468  0.05
H 0.75006 -0.26789 2.50482  0.13
H 0.01323 1.30078 1.77260  0.13
H -1.25350 -0.38375 0.85758  0.08
H 1.23003 -1.87215 -0.01526  0.12
H 0.05334 -2.45081 0.97259  0.11
H -1.57063 -1.31615 -0.89920  0.14
H -0.57469 -2.26946 -1.64554  0.05
O -5.74538 0.96326 -2.11445  -0.03
H -5.28113 1.47796 -2.70997  -0.02
H -6.05937 0.21234 -2.64242  0.05